36
Properties=species:S:1:pos:R:3:nbo_charge:R:1 method="wB97M-V/def2-TZVPD" homo_lumo_gap_ev=8.3 smiles="Cc1cnc(NC(=O)C2=C(O)c3ccccc3S(=O)(=O)N2C)s1" molar_mass_g_mol=351.4 e_homo_ev=-8.74 largest_force_ev_per_a=1.34
S 3.0014 -0.9069 -0.1593 0.426
S 0.1640 0.8282 0.8525 2.329
O 1.2936 1.5302 0.3277 -0.923
O -1.1944 1.3434 -3.0895 -0.664
O 0.2214 -0.6972 -3.7163 -0.656
O 0.2039 0.3977 2.2171 -0.932
N 1.5917 -3.0617 -0.1361 -0.442
N -0.1004 -0.4997 -0.1238 -0.678
N 1.3359 -1.8293 -2.1369 -0.636
C 2.2388 -3.0045 1.0508 -0.084
C -1.9663 2.5055 1.4702 -0.200
C -1.2992 1.7830 0.5055 -0.235
C -3.0691 3.2640 1.1069 -0.192
C -1.0088 0.9711 -1.8273 0.479
C 3.0384 -1.9203 1.2449 -0.194
C 1.8547 -2.0372 -0.8664 0.218
C -3.4802 3.2937 -0.2182 -0.195
C -0.2503 -0.1135 -1.4777 -0.143
C 3.8197 -1.5486 2.4500 -0.642
C 0.4388 -0.8822 -2.5165 0.673
C -1.7088 1.7819 -0.8256 -0.152
C -2.8118 2.5601 -1.1811 -0.157
C -1.0281 -1.4896 0.3858 -0.428
H -2.0676 -1.2222 0.1693 0.187
H 4.8475 -1.3049 2.1867 0.224
H -3.6002 3.8353 1.8526 0.224
H 3.8168 -2.3686 3.1641 0.226
H -0.8762 -1.5302 1.4619 0.239
H -0.7143 0.6896 -3.6708 0.525
H -0.7977 -2.4625 -0.0488 0.234
H 3.3721 -0.6714 2.9178 0.236
H 2.0807 -3.7970 1.7590 0.210
H -1.6111 2.4643 2.4877 0.240
H -4.3314 3.8942 -0.5017 0.222
H 1.7239 -2.3699 -2.9020 0.424
H -3.1271 2.5756 -2.2125 0.239